# 1
{
  "formula": "C51H54N2OOsP3S",
  "method": "the ωB97M-V functional and the def2-TZVPD basis",
  "mol_weight_g_mol": 1026.2,
  "orbital_gap_ha": 0.1682,
  "energy_ha": -3672.56952,
  "relative_energy_kcal_mol": 5.4,
  "charge": 3,
  "homo_energy_ev": -14.27,
  "spin_multiplicity": 1,
  "symbols": ["Os", "S", "P", "P", "P", "O", "N", "N", "C", "C", "C", "C", "C", "C", "C", "C", "C", "C", "C", "C", "C", "C", "C", "C", "C", "C", "C", "C", "C", "C", "C", "C", "C", "C", "C", "C", "C", "C", "C", "C", "C", "C", "C", "C", "C", "C", "C", "C", "C", "C", "C", "C", "C", "C", "C", "C", "C", "C", "C", "H", "H", "H", "H", "H", "H", "H", "H", "H", "H", "H", "H", "H", "H", "H", "H", "H", "H", "H", "H", "H", "H", "H", "H", "H", "H", "H", "H", "H", "H", "H", "H", "H", "H", "H", "H", "H", "H", "H", "H", "H", "H", "H", "H", "H", "H", "H", "H", "H", "H", "H", "H", "H", "H"],
  "coordinates": [[-0.2480, 0.0377, 0.4490], [-6.0990, 4.9253, -1.6182], [-2.5300, 0.3239, -0.3887], [-0.1233, 0.0825, 2.8001], [-0.4694, 2.1673, -0.4765], [2.2862, 0.7355, -0.7859], [-2.1611, 2.0441, -0.2773], [1.8910, 0.3971, 0.5111], [4.0220, 0.3264, 4.8233], [-3.8456, -1.0174, 1.6290], [-3.1810, 1.2674, -2.9331], [2.8082, 0.6704, 1.3505], [-0.2507, -2.8808, 0.1358], [-3.4859, -1.0986, -2.5954], [2.8703, -0.0089, 5.5178], [-0.0264, 1.0314, -2.9647], [-2.4056, 1.5546, 3.3674], [0.0884, 3.6553, 0.3620], [-3.1186, 2.5581, 4.0040], [-1.0701, 3.4439, 4.9013], [-6.2291, -1.0490, 1.8979], [0.5502, -1.6750, -0.3697], [-3.6824, 4.0679, -0.4853], [-4.0846, -0.0942, -4.6973], [-5.0309, 3.5966, -1.0283], [-5.2575, 0.2132, 0.0971], [3.9477, 0.5722, 3.4629], [-0.3530, 2.4346, 4.2827], [-3.9833, -0.1613, 0.5363], [-5.2087, 5.4106, -3.1074], [-1.0179, 1.4783, 3.5113], [-2.2981, -2.7426, 4.8208], [0.6664, 3.3326, -2.7244], [0.9996, 2.1778, -4.8080], [-6.3740, -0.2166, 0.7923], [-2.4522, 3.5040, 4.7702], [-4.9679, -1.4621, 2.3076], [-1.9329, -1.5466, 4.2215], [-3.0707, 0.1445, -2.1138], [-1.4697, -3.8535, 4.7325], [0.8883, 3.5903, 1.4979], [0.9200, 5.9875, 1.6340], [2.7294, 0.4814, 2.7856], [0.4350, 1.0275, -4.2672], [-3.9799, -1.2157, -3.8840], [-3.6939, 1.1473, -4.2162], [-0.7246, -1.4586, 3.5302], [-2.9845, 3.0628, 0.4365], [-0.2559, -3.7675, 4.0586], [0.6839, -4.1007, 0.0292], [1.3080, 4.7522, 2.1272], [1.6532, -0.0978, 4.8541], [-0.3037, 4.9092, -0.1290], [-1.5492, -3.1487, -0.6103], [0.1075, 6.0646, 0.5082], [0.1205, -2.5748, 3.4689], [1.5596, 0.1530, 3.4879], [0.0671, 2.1905, -2.1864], [1.1168, 3.3241, -4.0361], [-4.4796, -0.1884, -5.7000], [-0.4742, -2.7583, 1.2011], [-1.9983, -4.0718, -0.2433], [1.6033, -1.8013, -0.1226], [-2.5735, -0.6826, 4.3361], [-0.9281, 4.9869, -1.0095], [-3.8453, 4.9899, 0.0779], [-2.8619, 2.2389, -2.5828], [-2.8626, -1.3687, 1.9187], [0.1604, -4.9960, 0.3630], [-5.3766, 0.8210, -0.7901], [2.9122, -0.2003, 6.5818], [0.4034, -4.6240, 4.0124], [-0.4805, 0.1279, -2.5734], [-5.5990, 3.1128, -0.2305], [-3.0087, 4.2842, 5.2725], [1.5813, -3.9826, 0.6383], [-5.0731, 4.5574, -3.7732], [1.3556, 2.1753, -5.8296], [-4.9069, 2.8631, -1.8283], [0.9905, -4.2566, -1.0068], [-0.1989, 7.0284, 0.1246], [-3.7840, 2.0261, -4.8411], [-0.5512, 4.1774, 5.5042], [4.8440, 0.8234, 2.9092], [0.7670, -0.3534, 5.4215], [-3.0146, 4.3273, -1.3116], [3.7420, 1.0414, 0.9350], [-4.3032, -2.1821, -4.2466], [4.9715, 0.3928, 5.3367], [0.4395, -1.5597, -1.4591], [-3.2226, -2.8004, 5.3801], [1.0838, -2.5099, 2.9741], [-7.1075, -1.3969, 2.4255], [-1.7573, -4.7811, 5.2094], [-2.3273, 3.5774, 1.1369], [0.3488, 0.1302, -4.8658], [1.2475, 6.8945, 2.1246], [-5.8307, 6.1436, -3.6169], [-4.1961, 2.5974, 3.9062], [-4.8632, -2.1446, 3.1409], [1.5737, 4.2136, -4.4482], [2.2572, -0.0852, -1.3031], [-4.2501, 5.8759, -2.8818], [1.9363, 4.6940, 3.0067], [-2.2861, -2.3617, -0.4579], [0.7195, 2.3942, 4.4145], [-7.3605, 0.0783, 0.4604], [-1.3708, -3.2715, -1.6811], [-2.9398, 0.8169, 2.7826], [-3.7280, 2.5176, 1.0179], [1.1767, 2.6380, 1.9058], [-3.4630, -1.9784, -1.9666], [0.8083, 4.2229, -2.1314]],
  "forces_ev_per_angstrom": [[0.128, -0.405, -0.408], [0.005, -0.010, 0.009], [0.037, 0.363, -0.114], [0.000, 0.010, 0.077], [-0.096, 0.312, 0.063], [0.105, 0.011, -0.106], [0.377, -0.569, 0.737], [-0.433, 0.302, 0.144], [-0.010, 0.004, 0.034], [-0.015, -0.087, -0.144], [0.120, -0.027, -0.054], [0.114, -0.063, 0.110], [-0.015, -0.066, 0.032], [-0.091, -0.091, 0.020], [0.037, -0.003, 0.006], [-0.050, 0.015, -0.005], [-0.036, 0.039, -0.047], [-0.047, -0.031, -0.116], [-0.001, -0.002, -0.062], [-0.034, 0.026, 0.027], [-0.008, 0.007, -0.011], [0.011, -0.015, -0.027], [0.026, -0.038, -0.035], [0.010, 0.033, 0.018], [0.007, 0.018, 0.006], [0.024, 0.020, 0.014], [-0.012, 0.017, -0.019], [0.048, 0.014, -0.016], [0.058, 0.023, 0.045], [0.019, -0.016, -0.020], [-0.037, -0.077, -0.036], [0.007, -0.026, 0.017], [0.031, -0.053, -0.040], [-0.001, 0.041, 0.010], [-0.018, -0.013, 0.027], [0.032, 0.010, 0.013], [0.000, -0.014, -0.006], [0.016, 0.019, 0.112], [0.058, 0.015, 0.091], [0.002, 0.018, -0.007], [-0.028, 0.041, -0.045], [0.004, 0.013, 0.005], [-0.053, 0.006, 0.006], [-0.012, -0.064, 0.000], [-0.008, -0.010, 0.005], [0.010, -0.029, -0.021], [0.010, 0.025, -0.053], [-0.133, 0.087, -0.350], [-0.003, -0.004, 0.017], [0.017, 0.022, 0.033], [0.009, -0.001, 0.018], [-0.050, 0.041, 0.036], [-0.090, -0.039, -0.034], [0.020, -0.025, 0.056], [0.014, 0.016, 0.010], [-0.016, 0.002, -0.061], [0.020, 0.104, -0.116], [0.044, 0.111, 0.082], [0.009, -0.026, -0.032], [-0.001, 0.006, 0.004], [-0.073, 0.039, -0.028], [0.001, -0.010, -0.015], [0.020, 0.006, -0.050], [0.020, -0.053, -0.006], [-0.031, 0.009, 0.025], [0.010, -0.032, 0.061], [0.012, 0.006, 0.011], [-0.035, 0.019, -0.003], [-0.010, 0.004, 0.010], [0.002, 0.004, 0.002], [-0.003, -0.007, -0.006], [-0.004, 0.001, 0.001], [-0.039, 0.034, -0.008], [-0.030, 0.056, 0.033], [0.002, -0.001, -0.003], [0.001, 0.004, -0.009], [0.002, 0.005, 0.001], [0.003, -0.003, 0.005], [-0.018, -0.017, 0.024], [0.003, -0.008, 0.010], [-0.007, -0.007, -0.005], [-0.001, -0.004, -0.002], [0.001, -0.005, -0.007], [-0.002, -0.007, 0.007], [-0.010, -0.005, -0.004], [-0.020, 0.047, -0.009], [0.018, -0.077, 0.020], [0.004, 0.004, -0.004], [-0.004, 0.004, -0.006], [-0.101, 0.091, 0.038], [0.002, 0.000, 0.000], [0.001, 0.004, 0.016], [0.001, 0.001, -0.003], [-0.001, 0.002, -0.006], [-0.034, -0.024, 0.020], [0.006, 0.008, -0.004], [0.002, -0.005, -0.003], [0.000, 0.006, 0.004], [0.007, -0.004, 0.003], [0.001, 0.004, -0.005], [-0.005, -0.004, -0.005], [-0.009, 0.022, -0.036], [0.001, -0.004, -0.007], [0.001, -0.010, -0.013], [0.069, -0.029, 0.036], [0.014, -0.011, 0.003], [0.004, -0.001, 0.006], [-0.006, 0.037, 0.003], [0.022, 0.085, -0.003], [0.004, -0.022, 0.054], [0.089, -0.174, 0.037], [-0.034, 0.063, -0.057], [0.022, -0.030, -0.023]]
}

# 2
{
  "formula": "C3H6BClO2",
  "method": "the ωB97M-V functional and the def2-TZVPD basis",
  "mol_weight_g_mol": 120.3,
  "orbital_gap_ha": [0.2831, 0.3255],
  "energy_ha": -753.34451,
  "relative_energy_kcal_mol": 110.4,
  "homo_energy_ev": [-8.74, -8.90],
  "spin_multiplicity": 1,
  "symbols": ["Cl", "O", "O", "C", "C", "C", "B", "H", "H", "H", "H", "H", "H"],
  "coordinates": [[-0.3739, -2.0674, -0.2239], [1.9986, -0.1529, 1.5215], [2.3389, 1.0054, -0.5508], [-2.1373, 1.1758, 0.2930], [-2.7303, 0.0212, 0.1098], [0.8827, -1.0257, -0.6197], [1.6714, 0.0033, 0.2370], [-3.8084, -0.1493, -0.1208], [2.6440, 0.5367, 1.7258], [-1.1329, 1.6134, 0.6811], [-2.1825, -0.9342, 0.1844], [0.7967, -0.7997, -1.7675], [2.0328, 0.7732, -1.4700]],
  "forces_ev_per_angstrom": [[0.540, -0.856, 0.473], [0.024, 0.424, 0.786], [-1.677, -1.720, -0.346], [1.265, 0.219, 0.838], [-0.363, -0.104, 0.036], [-0.801, 1.244, -2.611], [1.267, 0.181, -2.092], [0.832, 0.634, 0.068], [-0.013, -0.099, 0.384], [-1.956, -1.012, -0.984], [-0.303, 0.699, 0.124], [0.432, -0.510, 2.157], [0.753, 0.900, 1.167]]
}